1.
ORCA calculation (ωB97M-V/def2-TZVPD) on a cluster of 2 separate species, C4H9NOSi in total at a distorted geometry.

Multiplicity: 3
Kohn-Sham gap (alpha / beta) (eV): 8.969 / 8.267
LUMO (alpha / beta) (eV): 0.734 / -2.180
ΔE to the lowest compared entry with this formula, charge and spin (kJ/mol): 0.0
⟨S²⟩: 2.0218

Element x y z (Å)
C -1.21 -1.55 0.38
C -2.69 1.12 0.55
C 1.94 -1.10 -1.41
C -0.67 -0.53 1.06
N -1.52 -2.60 -0.01
O 1.99 -0.16 -0.36
Si 0.93 0.43 0.74
H -2.44 1.85 -0.13
H -3.39 0.47 0.09
H -2.93 1.41 1.53
H 2.25 -0.58 -2.22
H 0.91 -1.59 -1.35
H 2.68 -1.84 -1.25
H -0.97 -0.47 2.02
H 0.36 1.84 0.29
H 1.78 0.61 1.93

How is the electron density shared among the atoms? According to Mulliken, the charges in e are:
1. C 0.51
2. C -1.12
3. C -0.44
4. C -0.82
5. N -0.43
6. O -0.27
7. Si 0.40
8. H 0.39
9. H 0.39
10. H 0.34
11. H 0.23
12. H 0.22
13. H 0.21
14. H 0.61
15. H -0.11
16. H -0.12


2.
ORCA calculation (ωB97M-V/def2-TZVPD) on an isolated molecule of C4H9NS at a distorted geometry.

Kohn-Sham gap (eV): 9.480
LUMO (eV): 0.998
ΔE to the lowest compared entry with this formula, charge and spin (kJ/mol): 80.1
SMILES: C[C@@H]1S[C@H]1CN

Element x y z (Å)
C -0.99 -0.91 -1.90
C -0.03 -0.55 -0.78
S 0.14 -1.83 0.64
C -0.52 -0.19 0.55
C 0.20 0.89 1.34
N 1.61 0.90 1.02
H -0.57 -1.67 -2.56
H -1.92 -1.25 -1.42
H -1.22 -0.03 -2.54
H 0.94 -0.12 -1.10
H -1.58 -0.15 0.64
H -0.20 1.84 0.99
H -0.04 0.78 2.40
H 2.17 0.45 1.78
H 2.01 1.83 0.94

How is the electron density shared among the atoms? According to Mulliken, the charges in e are:
1. C -1.14
2. C -0.03
3. S -0.23
4. C -0.30
5. C -0.61
6. N -0.51
7. H 0.30
8. H 0.32
9. H 0.30
10. H 0.43
11. H 0.44
12. H 0.34
13. H 0.28
14. H 0.20
15. H 0.20


3.
ORCA calculation (ωB97M-V/def2-TZVPD) on an isolated molecule of C4H9NS at a distorted geometry.

Kohn-Sham gap (eV): 9.938
LUMO (eV): 1.025
ΔE to the lowest compared entry with this formula, charge and spin (kJ/mol): 195.6
SMILES: CN1C[C@H]1CS

Element x y z (Å)
C 2.08 -0.52 0.21
N 0.90 -0.04 -0.44
C 0.22 1.23 -0.18
C -0.38 -0.01 0.28
C -1.54 -0.57 -0.57
S -3.15 -0.03 0.09
H 2.88 0.01 -0.26
H 2.09 -0.37 1.29
H 2.22 -1.57 -0.06
H 0.75 1.89 0.42
H -0.16 1.69 -1.08
H -0.41 -0.30 1.30
H -1.45 -1.63 -0.45
H -1.52 -0.31 -1.61
H -2.52 0.54 1.05

How is the electron density shared among the atoms? According to Mulliken, the charges in e are:
1. C -0.85
2. N -0.28
3. C -0.32
4. C -0.42
5. C -0.68
6. S -0.20
7. H 0.31
8. H 0.33
9. H 0.28
10. H 0.36
11. H 0.17
12. H 0.50
13. H 0.31
14. H 0.37
15. H 0.11


4.
ORCA calculation (ωB97M-V/def2-TZVPD) on an isolated molecule of C4H9NS at a distorted geometry.

Kohn-Sham gap (eV): 9.723
LUMO (eV): 0.982
ΔE to the lowest compared entry with this formula, charge and spin (kJ/mol): 211.2
SMILES: CNC[C@H]1CS1

Element x y z (Å)
C 2.45 -0.45 -0.13
N 1.17 0.25 0.40
C -0.03 -0.22 -0.35
C -1.32 0.13 0.49
C -2.38 0.90 -0.23
S -2.93 -0.79 0.08
H 3.17 0.36 -0.13
H 2.80 -1.22 0.71
H 2.19 -1.12 -0.96
H 1.00 0.07 1.38
H -0.15 0.41 -1.27
H 0.03 -1.31 -0.60
H -1.12 0.16 1.61
H -2.76 1.81 0.30
H -2.12 1.03 -1.29

How is the electron density shared among the atoms? According to Mulliken, the charges in e are:
1. C -0.72
2. N -0.43
3. C -0.31
4. C -0.01
5. C -0.83
6. S -0.18
7. H 0.28
8. H 0.23
9. H 0.32
10. H 0.24
11. H 0.15
12. H 0.30
13. H 0.37
14. H 0.32
15. H 0.28


5.
ORCA calculation (ωB97M-V/def2-TZVPD) on an isolated molecule of C4H9NS at a distorted geometry.

Kohn-Sham gap (eV): 9.479
LUMO (eV): 0.989
ΔE to the lowest compared entry with this formula, charge and spin (kJ/mol): 173.1
SMILES: CSC1CNC1

Element x y z (Å)
C -2.36 0.47 0.58
S -1.25 -0.45 -0.57
C 0.27 0.06 0.37
C 1.18 0.97 -0.48
N 2.30 0.24 0.22
C 1.43 -0.92 0.38
H -3.32 0.71 0.10
H -1.85 1.36 1.01
H -2.54 -0.24 1.44
H 0.00 0.38 1.37
H 1.15 2.07 -0.36
H 1.07 0.71 -1.57
H 3.23 0.16 -0.22
H 1.72 -1.58 1.22
H 1.29 -1.51 -0.55

How is the electron density shared among the atoms? According to Mulliken, the charges in e are:
1. C -0.78
2. S -0.10
3. C -0.17
4. C -0.44
5. N -0.45
6. C -0.45
7. H 0.32
8. H 0.24
9. H 0.26
10. H 0.30
11. H 0.28
12. H 0.26
13. H 0.21
14. H 0.29
15. H 0.25


6.
ORCA calculation (ωB97M-V/def2-TZVPD) on an isolated molecule of C4H9NS at a distorted geometry.

Kohn-Sham gap (eV): 9.304
LUMO (eV): 1.056
ΔE to the lowest compared entry with this formula, charge and spin (kJ/mol): 133.4
SMILES: CC/C=N\SC

Element x y z (Å)
C -0.01 2.10 -1.41
C 0.34 1.54 -0.05
C 1.01 0.14 -0.28
N 0.50 -0.99 0.07
S -0.85 -1.04 1.02
C -0.80 -2.78 1.44
H 0.06 1.33 -2.20
H -1.00 2.53 -1.47
H 0.71 2.90 -1.70
H 1.11 2.13 0.49
H -0.63 1.40 0.46
H 1.95 0.08 -0.89
H -1.86 -3.07 1.32
H -0.42 -2.98 2.48
H -0.11 -3.28 0.72

How is the electron density shared among the atoms? According to Mulliken, the charges in e are:
1. C -1.06
2. C -0.21
3. C -0.21
4. N -0.34
5. S -0.01
6. C -0.71
7. H 0.31
8. H 0.33
9. H 0.26
10. H 0.30
11. H 0.20
12. H 0.37
13. H 0.27
14. H 0.25
15. H 0.26


- Among the records above, which one has the lowest ΔE to the lowest compared entry with this formula, charge and spin?
  C4H9NOSi


- The highest ΔE to the lowest compared entry with this formula, charge and spin belongs to which entry?
  number 4


- Which value of ΔE to the lowest compared entry with this formula, charge and spin does entry 4 give?
  211.2 kJ/mol